The following is a DFT calculation (ωB97M-V/def2-TZVPD) of 6 unconnected molecules or ions with the total composition C20H43BNO12 in a non-equilibrium geometry.

Molar mass ... 500.4 g mol⁻¹
Net charge ... -1
Calculated total energy ... -1770.45993 hartree

```
77
Properties=species:S:1:pos:R:3:forces:R:3
N -0.003710 -4.630582 -0.426766 -0.3 -0.9 -0.5
B -1.369428 -4.388640 -0.482446 0.7 0.2 0.3
O -1.961698 -3.063407 -0.371769 -0.2 -0.3 -0.4
O -2.365824 -5.389636 -0.575770 -0.8 -0.1 -0.3
H 0.455985 -4.401357 -1.300031 0.5 0.3 0.2
H -2.145175 -2.802909 -1.283171 -0.3 0.2 0.3
H -1.987557 -6.135928 -1.051988 0.3 0.1 0.5
O 2.186232 -1.350368 -2.374197 0.0 0.1 -0.1
C 1.787404 -0.881600 -1.338512 0.0 -0.4 0.4
O 2.154734 0.391849 -1.044050 0.0 0.3 -0.3
C 1.582925 1.111256 0.056133 0.0 0.0 0.2
C 2.257062 0.741386 1.356910 0.1 -0.1 0.1
C 0.990423 -1.666237 -0.330378 -0.2 0.7 -0.2
H 0.503550 0.961225 0.104372 0.0 -0.1 0.0
H 1.745934 2.164441 -0.167137 0.1 0.0 -0.1
H 2.103452 -0.313184 1.581085 -0.1 0.1 0.1
H 1.856955 1.329061 2.183182 0.0 0.0 0.0
H 3.333804 0.911444 1.297022 0.0 0.1 0.0
H 1.670319 -2.263903 0.273370 0.0 -0.1 -0.1
H 0.313392 -2.342517 -0.830946 0.1 -0.3 0.0
H 0.381559 -1.041979 0.317097 0.0 -0.1 0.1
O -1.917140 -0.231440 0.625618 0.3 0.4 0.0
C -3.107032 -0.165084 0.723184 -0.1 0.0 0.0
O -3.857648 -0.547949 -0.323432 0.0 -0.1 -0.2
C -5.279628 -0.656542 -0.297817 -0.3 0.2 0.2
C -5.933097 0.683285 -0.576443 0.1 0.2 0.3
C -3.772236 0.412083 1.952696 -0.2 -0.4 0.2
H -5.631200 -1.094865 0.638542 0.1 0.0 0.1
H -5.525710 -1.357963 -1.086025 0.1 0.0 -0.1
H -5.690029 1.416628 0.196390 -0.1 -0.1 0.1
H -7.018383 0.583375 -0.625313 0.0 0.0 0.0
H -5.576929 1.079299 -1.519337 0.0 0.0 -0.1
H -3.767822 1.498447 1.875112 0.0 0.0 0.0
H -3.187826 0.117874 2.820604 0.1 0.1 0.0
H -4.791858 0.068259 2.112797 0.0 0.1 -0.1
O -5.394536 -0.397598 -3.208533 -0.3 0.0 -0.4
C -4.653650 0.010632 -4.057788 0.5 -0.4 0.0
O -5.175002 0.667606 -5.116237 -0.3 0.2 0.0
C -4.367072 1.332526 -6.086938 0.1 0.0 -0.2
C -3.881242 0.384294 -7.163471 0.0 -0.1 0.0
C -3.171684 -0.266652 -3.991855 0.2 0.4 0.1
H -3.547178 1.866669 -5.605535 0.0 -0.1 0.0
H -5.017084 2.087276 -6.527274 -0.1 0.0 0.1
H -3.240690 -0.395081 -6.752318 0.1 0.0 0.0
H -3.318027 0.926506 -7.923730 0.0 0.0 0.0
H -4.728945 -0.108923 -7.639058 0.0 0.1 0.0
H -2.986329 -1.268669 -4.376543 0.0 0.0 0.0
H -2.867215 -0.232837 -2.947050 -0.1 -0.2 0.0
H -2.555309 0.445232 -4.535873 0.0 -0.1 -0.1
O 1.368221 -0.384735 5.737401 0.0 0.2 0.0
C 1.919908 -1.411937 5.453384 -0.2 -0.3 0.0
O 2.534815 -1.518956 4.266946 0.2 0.4 0.0
C 3.366292 -2.623562 3.899057 -0.1 -0.4 -0.1
C 2.556613 -3.784042 3.355083 -0.1 0.1 0.1
C 1.869809 -2.610816 6.373478 0.4 0.0 0.2
H 4.010419 -2.913765 4.732305 -0.1 0.0 0.1
H 4.018246 -2.236442 3.117874 0.0 0.1 0.0
H 1.875976 -4.186761 4.105469 0.0 0.0 0.0
H 3.215928 -4.586244 3.023552 0.0 0.0 0.0
H 1.949136 -3.463012 2.508810 0.0 -0.1 -0.1
H 0.927184 -3.131713 6.214450 0.0 0.0 0.0
H 1.907027 -2.252799 7.399334 -0.2 0.1 0.0
H 2.691023 -3.311022 6.241002 -0.1 -0.1 -0.1
O 2.403180 4.503282 0.744410 -0.2 0.0 0.0
C 3.568829 4.588152 0.484495 0.1 0.1 0.0
O 4.395095 3.613410 0.906385 0.0 -0.2 0.0
C 5.761077 3.511296 0.508563 0.2 0.1 0.0
C 6.666080 4.367654 1.370805 -0.1 0.1 0.0
C 4.134985 5.790252 -0.236965 0.1 -0.2 -0.4
H 5.870590 3.729224 -0.554666 0.0 0.1 0.0
H 6.014567 2.461032 0.638404 -0.1 0.0 0.0
H 6.426828 5.427351 1.277979 0.0 0.0 -0.1
H 7.709407 4.224707 1.087562 0.0 0.0 0.0
H 6.547085 4.099042 2.420156 0.0 -0.1 0.0
H 4.292655 6.589193 0.486055 0.0 0.0 0.0
H 3.404095 6.118394 -0.971015 -0.1 0.1 0.1
H 5.065089 5.598019 -0.766696 0.1 0.0 0.1
```
Forces are in eV/Å.

***

The following is a DFT calculation (ωB97M-V/def2-TZVPD) of a molecular structure, C20H43CuN2O3 in a non-equilibrium geometry.

Molar mass ... 423.1 g mol⁻¹
Calculated total energy ... -2763.24650 hartree

```
69
Properties=species:S:1:pos:R:3:forces:R:3
Cu 8.677954 11.053947 -32.481880 0.0 -1.0 0.6
C 7.111460 9.092145 -28.609511 0.5 0.0 -0.9
C 6.964009 9.138000 -30.198329 2.1 0.3 0.2
O 8.119079 8.724418 -30.957636 -1.2 1.6 0.4
H 7.605851 9.964000 -28.181103 -0.1 0.6 -0.4
H 7.815179 8.328096 -28.279195 -0.5 -0.7 -0.2
H 6.140165 9.033166 -28.118377 0.0 -0.3 0.1
H 6.772096 10.194017 -30.388309 -0.4 0.5 -0.1
H 6.052039 8.626558 -30.506300 -0.2 -0.5 0.1
C 8.038451 15.065747 -30.093748 -0.5 0.0 2.1
C 8.485911 14.452560 -31.365005 1.6 0.7 -2.3
C 9.157680 15.549765 -32.225826 1.6 0.8 -0.7
C 10.667203 15.946240 -32.056724 0.1 -1.1 1.3
C 11.415737 14.581746 -32.119610 -1.4 0.0 -2.6
C 10.925039 13.448884 -31.201913 0.1 0.1 0.0
N 9.376753 13.269660 -31.304824 3.1 1.4 -3.5
O 8.973924 12.350372 -30.415099 -0.6 -0.6 2.0
C 11.624681 12.094581 -31.496356 -0.9 0.3 0.8
C 11.347265 13.889066 -29.825556 0.1 0.4 1.3
C 7.379925 13.979057 -32.270390 -1.8 -0.5 0.4
H 8.821631 15.468202 -29.451289 0.4 0.1 -0.4
H 7.556040 14.359771 -29.417740 -0.4 -0.2 -0.2
H 7.344912 15.894620 -30.235431 -0.1 -0.2 -0.3
H 9.222682 15.195489 -33.254598 -0.5 -0.3 -0.1
H 8.519463 16.431478 -32.283609 -0.1 0.0 0.3
H 10.997205 16.512982 -31.186088 -0.6 -0.1 0.5
H 10.984288 16.609844 -32.861197 -0.2 -0.3 -0.4
H 12.482566 14.646434 -32.333635 0.2 -0.1 1.1
H 11.084917 14.262083 -33.107777 0.0 -0.4 -0.4
H 11.134662 11.293162 -30.943456 -0.3 0.1 0.2
H 11.610253 11.730071 -32.523502 0.5 0.5 -0.2
H 12.585234 12.166644 -30.986208 0.4 -0.1 -0.8
H 10.741556 14.757501 -29.566620 0.0 -0.2 0.6
H 11.396260 13.131789 -29.043096 -0.9 -0.2 0.1
H 12.371970 14.251656 -29.744275 0.2 0.1 -0.8
H 6.838906 13.173200 -31.774419 -0.2 -0.2 0.1
H 7.728720 13.582050 -33.223710 0.3 0.2 0.1
H 6.625883 14.739545 -32.473304 0.0 0.2 0.0
H 9.181001 12.844025 -29.618218 -0.4 -0.9 1.5
C 10.365123 10.938497 -37.170617 0.5 0.0 0.5
C 9.362364 11.630910 -36.233353 0.9 2.4 -0.1
C 8.297850 12.309057 -37.151461 -0.1 -0.2 0.3
C 7.254064 11.346326 -37.772041 1.7 -0.6 -0.6
C 6.576021 10.705719 -36.632093 -0.7 0.9 0.7
C 7.513539 9.976127 -35.625299 -1.5 1.0 -1.2
N 8.679159 10.839431 -35.224488 -0.8 0.3 -0.8
O 9.639674 10.144974 -34.464671 -0.3 0.0 0.5
C 6.686333 9.846955 -34.387875 0.0 -2.2 2.0
C 7.892667 8.641522 -36.364083 0.3 1.0 0.9
C 10.108529 12.825069 -35.353111 -0.1 -1.3 -0.4
H 10.854049 10.079223 -36.711591 -0.3 -0.4 -0.2
H 11.234238 11.561801 -37.380948 -0.2 0.4 0.0
H 9.892584 10.729758 -38.130427 0.2 -0.5 0.1
H 7.767506 12.965192 -36.461289 -0.2 0.5 -0.4
H 8.869765 12.851494 -37.904296 -0.2 0.3 0.1
H 7.735473 10.549380 -38.338800 0.5 0.0 -0.3
H 6.526040 11.715885 -38.494194 0.2 0.8 0.2
H 5.773780 10.055563 -36.981116 0.2 -0.4 0.3
H 6.057193 11.554568 -36.186710 -0.2 -0.1 0.8
H 7.228994 9.350483 -33.583432 0.6 -0.5 0.1
H 6.310140 10.686563 -33.803374 -0.1 0.8 -1.1
H 5.882302 9.121219 -34.510059 -0.4 0.2 -0.3
H 7.655793 7.785899 -35.731718 0.9 -0.1 0.1
H 7.426165 8.435106 -37.327352 -0.4 0.5 0.1
H 8.921817 8.883491 -36.629424 0.4 -1.3 0.1
H 10.911708 13.422191 -35.784913 -0.4 0.1 -1.1
H 10.710084 12.402105 -34.548531 -0.5 -0.6 0.3
H 9.389436 13.513022 -34.908449 -0.2 -0.2 -0.1
H 9.824939 9.335691 -34.946675 0.3 -0.6 0.1
```
Forces are in eV/Å.

***

The following is a DFT calculation (ωB97M-V/def2-TZVPD) of a molecular structure, C20H43GdN2P3Se in a non-equilibrium geometry.

Expectation value of S² ... 15.975
Spin multiplicity ... 8
Molar mass ... 640.7 g mol⁻¹
Net charge ... +3
Calculated total energy ... -5087.49922 hartree

```
70
Properties=species:S:1:pos:R:3:forces:R:3
Gd 0.750693 0.891864 0.425221 -2.6 0.0 0.8
P -1.848798 1.213629 1.311562 -1.3 0.3 0.6
P 0.694855 -1.481794 1.965444 0.2 -1.3 1.3
P -0.276786 1.143138 -2.183717 -0.4 0.6 -1.4
H 3.138781 -2.149400 -0.817501 -0.3 0.3 0.1
C 2.904271 -1.169720 -1.237697 0.2 1.8 0.7
C 2.598884 -0.094296 -0.423073 2.8 -1.9 -2.9
H 2.715672 -0.216708 0.667099 0.3 0.0 -0.3
C -3.338638 0.199134 1.086443 -0.1 -0.1 -0.2
C -1.821440 1.348583 3.131969 0.1 0.1 0.1
C -2.424822 2.868840 0.781411 0.0 0.1 -0.1
C 1.946120 -2.786868 1.687170 0.2 0.1 -0.5
C 1.224059 -0.888740 3.622199 0.0 0.3 -0.2
C -0.750737 -2.504927 2.413724 -0.5 0.2 -0.4
C 0.777449 0.508004 -3.525264 0.3 -0.3 0.1
C -0.082341 2.958830 -2.370555 0.0 0.0 0.2
C -1.948901 0.846351 -2.860053 -0.3 -0.3 0.3
H 3.076168 -1.110009 -2.335589 -0.5 0.2 0.9
H 2.518409 0.967448 -0.840663 1.0 -1.4 0.0
H -4.173310 0.652857 1.658681 0.4 -0.2 -0.4
H -3.162645 -0.814523 1.460389 -0.1 0.1 -0.2
H -3.574101 0.156419 0.013871 -0.1 -0.1 0.4
H -2.810686 1.706258 3.444680 0.2 -0.1 0.1
H -1.052462 2.047638 3.485341 -0.2 -0.2 0.0
H -1.637283 0.362284 3.576132 -0.1 0.3 0.0
H -3.424562 3.049224 1.210349 0.4 0.0 -0.2
H -2.488269 2.900370 -0.317212 -0.1 0.1 0.4
H -1.733702 3.651536 1.128624 -0.2 -0.2 -0.1
H 1.969308 -3.440296 2.570281 0.0 0.2 -0.2
H 2.947143 -2.353083 1.544249 -0.2 -0.2 0.1
H 1.685837 -3.376531 0.795417 0.0 0.1 0.3
H 1.050746 -1.700992 4.342801 0.1 0.3 -0.1
H 0.649726 0.000591 3.912936 0.2 -0.2 0.1
H 2.290566 -0.630431 3.603504 -0.2 -0.1 0.1
H -0.490945 -3.170925 3.248642 0.0 0.2 -0.2
H -1.065741 -3.112114 1.553034 0.1 0.2 0.4
H -1.583807 -1.859852 2.714456 0.1 -0.2 0.0
H 0.408241 0.875721 -4.490844 0.1 -0.1 0.2
H 0.763423 -0.589835 -3.525874 -0.1 0.2 -0.1
H 1.814242 0.835220 -3.386597 -0.2 0.0 -0.1
H -0.297723 3.252960 -3.407682 0.1 0.0 0.3
H 0.946550 3.256585 -2.123437 -0.2 0.0 -0.1
H -0.769008 3.487230 -1.693189 0.2 -0.1 -0.3
H -2.048746 1.296809 -3.862365 0.2 -0.1 0.4
H -2.719639 1.281721 -2.210583 0.2 -0.1 -0.2
H -2.134908 -0.236206 -2.929279 0.1 0.3 0.0
C -0.270074 -4.331764 -2.725419 -0.1 -0.1 -1.0
C 1.068510 -4.660652 -2.951066 -0.5 -0.5 -0.4
C 1.385547 -5.356342 -4.119521 -0.6 0.2 0.1
C 0.358765 -5.690466 -5.017121 0.1 -0.1 0.1
C -0.951791 -5.235698 -4.822827 0.2 0.1 0.0
C -1.268511 -4.476733 -3.694641 0.8 -0.6 0.5
Se -0.750733 -3.652526 -1.023752 0.4 0.8 0.0
H 0.340859 -2.704854 -1.339843 -0.1 0.4 0.8
H 1.815026 -4.424957 -2.197364 0.0 -0.2 -0.1
H 2.408598 -5.668621 -4.291090 -0.1 0.0 -0.1
H 0.591458 -6.338573 -5.864633 -0.1 0.3 0.2
H -1.743551 -5.499315 -5.519122 0.2 0.1 0.0
H -2.249727 -4.065090 -3.479899 0.0 -0.3 -0.3
C 0.827662 5.973454 2.252347 -0.1 0.2 -1.0
N 0.914332 4.686732 2.975873 0.1 -0.6 -0.3
C 0.844857 4.586532 4.451450 -0.1 -0.8 0.5
C 1.129892 3.617280 2.293736 0.8 -0.6 -0.6
N 1.414405 2.660169 1.646673 -0.6 2.0 1.3
H 0.883870 6.792000 2.963963 0.0 -0.1 0.0
H -0.103166 6.032838 1.668223 0.1 0.0 0.5
H 1.646509 6.051624 1.524336 0.0 0.0 0.4
H -0.079335 4.075841 4.766745 0.2 0.5 -0.2
H 1.678018 3.968153 4.820854 -0.1 0.5 -0.2
H 0.897435 5.588970 4.867636 0.0 -0.1 0.0
```
Forces are in eV/Å.

***

Question: molar mass of number 1 (C20H43BNO12)?
Answer: 500.4 g mol⁻¹

***

Question: Which of these has the highest molar mass?
Answer: C20H43GdN2P3Se